26
Properties=species:S:1:pos:R:3:forces:R:3 method="wB97M-V/def2-TZVPD" total_charge=+3 s_squared=9.337 e_homo_ha="-0.6908 / -0.6908" total_energy_ha=-4237.54266 gap_ev="5.2 / 5.2" spin_multiplicity=6
Dy -0.097092 -1.073693 -0.187082 2.10 0.48 0.23
C -2.230641 0.553352 0.242893 -3.85 0.32 -0.11
O -3.361651 0.694399 0.220749 3.16 0.27 0.29
C -2.296558 -2.153155 -0.373529 -5.92 -0.24 0.02
O -3.444032 -2.081053 -0.325668 4.48 -0.93 -0.34
C -1.480336 -1.214567 1.917948 -2.97 0.81 4.88
O -2.208783 -1.008673 2.787142 3.12 -1.08 -3.59
C -1.512667 -0.239727 -2.051026 -3.51 3.41 -4.27
O -2.241710 0.387227 -2.696202 3.44 -3.11 2.79
C 1.854967 -3.418028 -0.890903 -0.45 0.65 0.15
H 2.304384 -2.887398 -1.746358 -0.15 -0.31 0.31
H 2.369058 -3.321960 0.079957 -0.17 -0.16 -0.39
C 0.837614 -4.297325 -1.066665 0.09 0.00 0.00
H 0.483784 -4.944518 -0.250200 0.15 0.36 -0.30
H 0.425367 -4.510138 -2.064297 0.17 0.19 0.43
Br 1.022338 4.727374 -1.784089 -0.16 -0.62 0.67
C 0.935429 3.432195 -0.402771 -0.33 -0.52 -0.58
C 1.338848 3.713951 0.899667 0.17 -0.38 0.12
C 1.269201 2.743966 1.901876 -0.37 -0.22 0.01
C 0.877652 1.469121 1.536953 0.25 -0.34 -0.42
N 0.593026 1.121614 0.246559 -0.74 0.60 0.14
C 0.489315 2.130554 -0.670244 0.58 -0.06 -0.11
H 1.728057 4.683049 1.111160 0.13 0.65 0.27
H 1.483610 2.958977 2.956062 0.03 0.00 -0.56
H 0.782835 0.663496 2.257950 0.31 0.07 0.23
H 0.077985 1.870959 -1.649883 0.42 0.16 0.15

26
Properties=species:S:1:pos:R:3:forces:R:3 method="wB97M-V/def2-TZVPD" total_charge=+2 s_squared=0.761 e_homo_ha="-0.6207 / -0.6241" total_energy_ha=-2012.89116 gap_ev="7.7 / 7.0" spin_multiplicity=2
O 2.623671 0.624757 -4.365545 -1.32 0.02 2.77
C 2.157292 0.723498 -3.265782 2.23 0.43 -3.41
Yb 2.219197 -0.476718 -1.049068 1.47 -0.74 0.46
C 2.384718 1.694897 0.148251 0.42 3.54 4.47
O 2.360968 2.550905 0.923631 0.07 -3.29 -3.15
C -0.000739 1.959120 -3.000947 -2.64 0.49 0.86
O -0.893992 1.573335 -2.253262 2.31 0.69 -1.53
C 0.332284 -0.973932 -2.467123 -5.05 -2.04 -2.35
O -0.680941 -1.251020 -2.944413 3.94 1.04 1.72
C 1.460050 1.903371 -2.632930 1.92 2.80 2.09
O 2.081323 2.667098 -1.852639 -2.30 -2.50 -3.16
H -0.165973 2.426437 -4.000682 -0.17 -0.27 0.34
C -2.079237 -1.440517 3.514327 -0.26 0.06 0.06
C -1.278499 -1.074795 2.297647 -0.19 0.29 0.78
C -0.458185 -2.022387 1.701568 0.63 -0.61 -0.94
C 0.297382 -1.667691 0.583642 -0.74 0.38 1.34
N 0.338725 -0.384759 0.168629 -0.74 0.04 -0.30
C -0.486742 0.540362 0.701931 -0.15 -0.49 0.43
C -1.314220 0.219441 1.772175 0.25 0.29 -0.52
H -2.759600 -2.269896 3.290996 0.11 0.10 -0.01
H -1.440664 -1.772697 4.345051 -0.03 0.12 -0.30
H -2.680631 -0.593913 3.855785 0.12 -0.17 -0.02
H -0.424695 -3.036554 2.097507 -0.04 0.18 -0.21
H 0.856347 -2.426990 0.009746 0.00 0.18 0.29
H -0.482691 1.525096 0.226624 0.04 -0.32 0.37
H -1.965148 0.983550 2.194884 0.13 -0.23 -0.09

25
Properties=species:S:1:pos:R:3:forces:R:3 method="wB97M-V/def2-TZVPD" total_charge=+1 s_squared=0.819 e_homo_ha="-0.4257 / -0.4412" total_energy_ha=-1829.06432 gap_ev="5.7 / 6.8" spin_multiplicity=2
Tc 0.135548 1.436890 -1.082007 -0.56 0.72 -0.14
O -0.387118 2.701858 0.407631 0.58 -0.12 0.28
N 0.014154 2.436672 1.666204 -0.60 0.39 -0.62
C -0.514412 3.208310 2.646930 0.27 -0.29 -0.01
C -0.099251 3.001709 3.929512 -0.14 0.16 0.07
C 0.853189 2.012368 4.192420 0.01 0.01 0.15
C 1.361028 1.253436 3.168774 0.06 -0.09 -0.07
C 0.927713 1.479163 1.858848 0.17 -0.08 0.14
S 1.562775 0.645090 0.462679 -0.05 -0.18 0.23
H -1.236580 3.937410 2.314188 0.00 -0.01 0.01
H -0.523051 3.610543 4.714822 0.05 -0.04 0.03
H 1.192116 1.847077 5.206410 -0.01 -0.01 -0.03
H 2.099921 0.485313 3.349050 -0.01 0.00 -0.04
S 1.051456 0.301327 -2.795152 -0.11 -0.02 0.02
C 0.243953 -1.228839 -2.765657 0.48 0.02 -0.13
C 0.710442 -2.302085 -3.538991 -0.13 -0.12 0.05
C 0.013086 -3.485193 -3.514989 0.07 -0.05 -0.09
C -1.144333 -3.627227 -2.732757 -0.06 -0.09 0.02
C -1.615945 -2.584429 -1.974303 0.09 -0.01 -0.08
C -0.912203 -1.368463 -1.995628 -0.36 -0.15 0.17
S -1.501432 0.017969 -1.145620 0.21 -0.19 -0.04
H 1.599655 -2.192432 -4.146472 -0.02 0.04 0.05
H 0.359322 -4.317350 -4.114198 -0.03 0.00 0.03
H -1.676362 -4.569810 -2.732568 0.02 0.02 -0.01
H -2.513672 -2.699306 -1.379125 0.05 0.09 0.00

28
Properties=species:S:1:pos:R:3:forces:R:3 method="wB97M-V/def2-TZVPD" e_homo_ha=-0.3279 total_energy_ha=-915.45965 gap_ev=8.6
Ba 0.245721 -0.535121 -0.277836 0.00 -0.41 0.01
O 3.567353 2.618891 -0.119155 0.01 0.01 0.01
C 2.517537 2.003836 -0.106431 -0.18 0.10 0.01
O 2.337841 0.732724 -0.166492 0.14 -0.19 -0.04
C 1.202448 2.792433 -0.020351 0.10 0.25 0.00
C 1.165374 4.177371 0.018080 0.00 -0.02 0.02
C -0.073610 4.800069 0.076600 0.00 -0.01 0.00
C -1.231488 4.034858 0.089715 -0.04 -0.03 0.01
C -1.109339 2.654175 0.049711 -0.16 0.21 0.02
N 0.084519 2.072187 -0.000456 0.02 0.02 -0.02
C -2.327238 1.713116 0.043225 0.23 0.14 0.00
O -3.440571 2.203951 0.066555 -0.03 -0.01 0.02
O -2.004553 0.469013 0.001191 -0.04 -0.25 -0.05
H 2.095546 4.726953 0.000251 0.01 -0.01 0.00
H -0.136855 5.880513 0.107754 0.00 0.00 0.00
H -2.218665 4.472523 0.127510 -0.01 -0.01 0.00
C -2.425813 -3.578005 0.209146 -0.05 0.03 0.01
C -1.066682 -4.177802 0.107613 0.01 0.05 0.04
N 0.070156 -3.524333 -0.015461 -0.04 0.21 -0.13
C 1.062708 -4.481366 -0.070510 0.05 -0.10 0.13
C 0.519307 -5.719068 0.043027 -0.06 -0.03 -0.08
N -0.838010 -5.510897 0.146243 -0.01 0.03 0.04
H -2.380533 -2.493991 0.115539 0.00 0.00 0.00
H -2.885513 -3.805707 1.171664 0.00 -0.01 0.00
H -3.084030 -3.951411 -0.576134 0.01 -0.01 0.00
H 2.104002 -4.227725 -0.173294 -0.01 0.05 0.01
H 0.951832 -6.702795 0.053172 0.02 0.00 -0.01
H -1.546144 -6.218190 0.240226 0.03 -0.02 0.00